No. 1
A molecular structure, C4H6O2, computed with ωB97M-V/def2-TZVPD.

Positions of all 12 atoms, in Å:
C1 -0.370184 -1.578223 0.059278
C2 0.099858 -0.005846 1.066071
O1 0.504040 -0.049367 2.182008
C3 -0.028651 1.499779 0.138923
C4 0.466175 0.869179 -1.073876
O2 -0.167442 -0.038432 -1.575748
H1 -0.243313 -1.965230 -0.988273
H2 -1.438860 -1.645480 0.256891
H3 0.236414 -2.211793 0.681899
H4 -1.105521 1.679228 0.158290
H5 0.527755 2.407229 0.446345
H6 1.519730 1.038957 -1.351809

Cartesian forces (eV/Å) of the 6 atoms listed first:
0.18 0.33 1.43
0.32 -0.11 -0.80
-0.82 -0.22 -1.73
0.02 -1.02 0.84
-0.20 -0.27 -0.60
0.26 1.45 -1.36

ΔE to the lowest compared entry with this formula, charge and spin in kJ/mol: 356.1
HOMO level in eV: -9.4
Frontier orbital gap in Eh: 0.366
LUMO in eV: 0.59
Molar mass in g/mol: 86.1
E in Eh: -306.3707

***

No. 2
2 unconnected molecules or ions with the total composition C4H12, computed with ωB97M-V/def2-TZVPD.

Positions of all 16 atoms, in Å:
C1 -1.740769 0.825865 -1.364796
C2 -1.493836 -0.670523 -1.246182
H1 -1.521458 1.602731 -0.605202
H2 -1.087343 1.266943 -2.126780
H3 -2.908449 0.927169 -1.504277
H4 -0.546978 -0.787625 -1.833285
H5 -1.444750 -1.152129 -0.375594
H6 -2.131716 -1.234850 -1.841904
C3 2.093517 0.391376 1.649629
C4 1.140943 -0.588060 0.994720
H7 2.431290 0.070500 2.611733
H8 3.047977 0.599853 1.105712
H9 1.593569 1.390982 1.779060
H10 1.223899 -0.661855 -0.134852
H11 1.203285 -1.561728 1.424757
H12 0.141546 -0.211936 1.300404

Cartesian forces (eV/Å) of the 6 atoms listed first:
-2.64 1.27 0.28
2.76 2.39 -3.69
-0.02 -1.29 0.76
-0.92 -0.37 -0.73
2.37 0.46 -0.39
-0.27 -0.51 1.01

ΔE to the lowest compared entry with this formula, charge and spin in kJ/mol: 117.9
HOMO level in eV: -11.2
Frontier orbital gap in Eh: 0.452
LUMO in eV: 1.12
Molar mass in g/mol: 60.1
E in Eh: -159.5401

***

No. 3
2 unconnected molecules or ions with the total composition C9H14, computed with ωB97M-V/def2-TZVPD.

Positions of all 23 atoms, in Å:
C1 -1.555066 3.035749 -0.126794
C2 -1.793426 3.604605 -1.513206
H1 -0.775002 2.280773 -0.132390
H2 -1.393758 3.753798 0.669136
H3 -2.456590 2.462871 0.128893
H4 -0.866414 3.807758 -2.066812
H5 -2.286878 4.582737 -1.467851
H6 -2.333118 2.923748 -2.174672
C3 1.289671 -3.193561 -1.220784
C4 0.400160 -0.452961 1.976081
C5 0.526301 -1.829465 2.241630
C6 0.900026 0.048896 0.769626
C7 0.785698 -2.686983 1.186716
C8 1.177379 -0.824219 -0.264145
C9 1.045691 -2.213257 -0.108599
H7 -0.066829 0.198113 2.707442
H8 0.380981 -2.194857 3.248940
H9 0.959501 1.125026 0.693543
H10 0.613170 -3.753792 1.293340
H11 1.497662 -0.451398 -1.238866
H12 0.722377 -2.919477 -2.108800
H13 0.889176 -4.172030 -0.970633
H14 2.339289 -3.132072 -1.521794

Cartesian forces (eV/Å) of the 6 atoms listed first:
-0.85 -1.06 -0.23
0.74 0.83 -0.57
0.24 0.14 0.06
0.22 0.24 -0.09
0.10 0.18 0.31
0.06 -0.05 0.30

ΔE to the lowest compared entry with this formula, charge and spin in kJ/mol: 44.0
HOMO level (spin up / spin down) in eV: 1.3 / -4.8
Expectation value of S²: 0.75
Frontier orbital gap (spin up / spin down) in Eh: 0.088 / 0.307
LUMO (spin up / spin down) in eV: 3.66 / 3.60
Total charge: -1
Molar mass in g/mol: 122.2
E in Eh: -351.2626
Multiplicity: 2

***

No. 4
A molecular structure, C30H43IMgN6O2S3Si, computed with ωB97M-V/def2-TZVPD.

Positions of all 87 atoms, in Å:
Mg1 -1.213241 0.149792 1.277025
C1 -2.952265 -1.814949 4.872398
C2 -3.118845 -2.580195 3.598153
N1 -3.456332 -3.839112 3.643076
C3 -3.614037 -4.524435 2.478312
C4 -3.437330 -3.971768 1.244076
C5 -3.654637 -4.823901 0.023727
O1 -4.743942 -4.386189 -0.787498
C6 -3.043272 -2.607217 1.163980
C7 -2.925970 -1.970340 -0.124747
N2 -2.321691 -0.849052 -0.361938
C8 -2.391572 -0.381556 -1.701325
C9 -2.174057 -1.223532 -2.789590
C10 -2.298809 -0.757136 -4.088917
C11 -2.645296 0.565906 -4.321155
C12 -2.834754 1.426048 -3.247483
C13 -2.691733 0.958464 -1.951708
I1 -2.923857 2.270009 -0.343753
C14 -2.876094 -1.875216 2.354940
O2 -2.560087 -0.633494 2.403436
H1 -3.136201 -2.475209 5.716129
H2 -3.642540 -0.970320 4.901696
H3 -1.949605 -1.389901 4.937503
H4 -3.894484 -5.566714 2.579405
H5 -3.801396 -5.859922 0.340566
H6 -2.784062 -4.804471 -0.636292
H7 -5.511173 -4.279376 -0.214491
H8 -3.432971 -2.466965 -0.954102
H9 -1.913965 -2.260608 -2.610727
H10 -2.131216 -1.432687 -4.917507
H11 -2.752597 0.935699 -5.332235
H12 -3.091419 2.463680 -3.415122
C15 0.764622 4.307002 -3.186995
C16 1.591445 4.873271 -2.019486
S1 1.123375 4.248311 -0.380303
C17 2.324282 2.924427 -0.116216
C18 2.415300 1.869543 -1.205214
S2 0.807989 1.095534 -1.555016
C19 1.042068 0.628937 -3.290770
C20 0.692875 1.697809 -4.319987
S3 1.685823 3.216607 -4.326044
H13 0.377064 5.123779 -3.795242
H14 -0.079221 3.740141 -2.794580
H15 1.442059 5.951372 -1.963304
H16 2.659368 4.707843 -2.170301
H17 2.003552 2.481032 0.826223
H18 3.312697 3.364634 0.029482
H19 3.109488 1.089270 -0.884533
H20 2.780189 2.298630 -2.136030
H21 0.385146 -0.229436 -3.456171
H22 2.072916 0.292456 -3.423104
H23 -0.347023 1.993528 -4.213240
H24 0.809418 1.274092 -5.320146
C21 1.914984 -2.885671 -2.806508
C22 3.003603 -3.347601 -1.841587
C23 4.014420 -2.233705 -1.588931
C24 2.412491 -3.883268 -0.538170
N3 1.725905 -2.849974 0.228895
C25 0.509680 -2.337619 0.094432
N4 0.377297 -1.352401 0.944935
N5 1.547561 -1.279124 1.626556
N6 2.353101 -2.175505 1.208191
H25 2.348048 -2.597738 -3.764730
H26 1.396259 -2.007535 -2.411138
H27 1.178932 -3.671372 -2.994954
H28 3.522703 -4.203209 -2.284884
H29 3.526774 -1.353831 -1.162143
H30 4.485514 -1.931643 -2.524681
H31 4.798154 -2.547755 -0.898447
H32 3.191356 -4.268741 0.116938
H33 1.693947 -4.679565 -0.733559
H34 -0.223827 -2.666299 -0.620981
C26 0.106532 4.732753 4.927816
Si1 1.284864 3.473943 4.222838
C27 2.686779 4.367535 3.376135
C28 1.982442 2.424862 5.595377
C29 0.396997 2.404764 3.048187
C30 -0.184546 1.645258 2.284631
H35 0.629977 5.445549 5.569696
H36 -0.671102 4.245513 5.519141
H37 -0.381736 5.288365 4.124814
H38 3.215218 5.004446 4.090025
H39 2.318670 4.996077 2.561440
H40 3.409292 3.662690 2.960079
H41 2.489551 3.038555 6.344004
H42 2.699350 1.702234 5.200125
H43 1.186829 1.865894 6.091604

Cartesian forces (eV/Å) of the 6 atoms listed first:
0.05 0.02 -0.06
-0.02 -0.03 -0.01
-0.01 0.00 -0.01
-0.02 -0.06 -0.13
0.00 0.06 0.14
-0.04 -0.08 0.03

ΔE to the lowest compared entry with this formula, charge and spin in kJ/mol: 86.9
HOMO level in eV: -8.0
Frontier orbital gap in Eh: 0.277
LUMO in eV: -0.43
Molar mass in g/mol: 795.2
E in Eh: -3629.8788

***

No. 5
A molecular structure, BCsH4, computed with ωB97M-V/def2-TZVPD.

Positions of all 6 atoms, in Å:
Cs1 -0.094763 -1.370918 1.634869
B1 0.012823 0.278155 -0.329024
H1 -0.463515 0.405566 0.630723
H2 -0.632247 0.605363 -1.129685
H3 0.928528 0.848537 -0.348846
H4 0.249175 -0.766702 -0.458037

Forces on the atoms, in the same order (eV/Å):
0.21 -3.37 3.72
-0.19 1.42 -1.64
-2.09 2.07 2.28
-2.42 1.27 -2.97
3.57 2.13 0.08
0.92 -3.52 -1.47

ΔE to the lowest compared entry with this formula, charge and spin in kJ/mol: 211.3
HOMO level in eV: -9.1
Frontier orbital gap in Eh: 0.321
LUMO in eV: -0.39
Molar mass in g/mol: 147.7
E in Eh: -47.2420

***

No. 6
A gas-phase ion, C3H7BrN3 (charge +1), computed with ωB97M-V/def2-TZVPD.

Positions of all 14 atoms, in Å:
C1 0.317273 -0.715766 -0.568458
C2 -0.317074 -2.973358 0.160974
C3 0.129978 1.742075 -0.353312
N1 0.000793 -1.872791 -0.218781
N2 -0.092670 0.394483 0.114019
N3 -1.162073 0.029696 0.940422
Br1 -2.869449 0.246804 -0.101784
H1 0.944710 -0.817514 -1.379135
H2 -1.170014 -3.625117 -0.316025
H3 0.197937 -3.450601 0.890449
H4 -0.361800 2.005423 -1.345146
H5 -0.152203 2.629514 0.291682
H6 1.168430 1.952720 -0.537585
H7 -1.276112 0.686081 1.605513

Cartesian forces (eV/Å) of the 6 atoms listed first:
-0.53 1.19 1.66
-3.63 -2.96 -2.23
-0.56 2.71 -1.80
-0.59 1.10 0.01
-0.47 -1.30 -0.08
-0.37 -2.05 -3.71

ΔE to the lowest compared entry with this formula, charge and spin in kJ/mol: 335.3
HOMO level in eV: -14.1
Frontier orbital gap in Eh: 0.344
LUMO in eV: -4.71
Total charge: +1
Molar mass in g/mol: 165.0
E in Eh: -2856.4002

***

Question: Among the records above, which one has the highest ΔE to the lowest compared entry with this formula, charge and spin?
Answer: C4H6O2

***

Question: Which value of E does entry 2 give?
Answer: -159.5401 Eh